{
  "formula": "C6H9Br",
  "method": "ωB97M-V/def2-TZVPD",
  "elements": ["C", "C", "C", "C", "Br", "H", "H", "H", "H", "H", "H", "H", "C", "C", "H", "H"],
  "coordinates": [[-0.4286, 1.3723, 0.9717], [0.3832, 0.1310, 1.1382], [0.1227, -1.0258, 0.5403], [-1.1647, -1.3716, -0.1512], [1.3042, -2.5064, 0.8520], [-0.4257, 1.9580, 1.8883], [-1.4555, 1.1657, 0.6824], [0.0322, 1.9775, 0.1841], [1.3025, 0.2608, 1.6901], [-1.9693, -1.4487, 0.5859], [-1.0947, -2.3278, -0.6701], [-1.4334, -0.5988, -0.8710], [1.3603, 1.1712, -1.7724], [1.0002, 0.0420, -1.5901], [1.5965, 2.1972, -1.7773], [0.8700, -0.9966, -1.7008]],
  "molar_mass_da": 161.04,
  "homo_energy_ev": -8.8,
  "charge": 0,
  "multiplicity": 1
}

***

{
  "formula": "C6H9Br",
  "method": "ωB97M-V/def2-TZVPD",
  "elements": ["C", "C", "C", "Br", "C", "C", "C", "H", "H", "H", "H", "H", "H", "H", "H", "H"],
  "coordinates": [[-0.7159, -1.1039, 1.2048], [-0.9024, -0.3492, -0.0684], [-0.2410, -1.0660, -1.1830], [-2.6753, 0.4057, -0.1214], [0.0575, 1.1196, -0.0458], [0.5242, 2.2969, 0.0621], [1.5840, 1.1964, -0.1355], [-1.2788, -1.9678, 1.2938], [0.3115, -1.3405, 1.4414], [-1.0746, -0.3966, 2.0556], [-0.6055, -2.1957, -1.2253], [-0.2393, -0.5697, -2.1502], [0.8534, -1.1725, -0.9404], [0.2168, 3.3024, 0.1264], [2.0211, 0.8317, -1.0789], [2.1644, 1.0093, 0.7645]],
  "molar_mass_da": 161.04,
  "homo_energy_ev": -9.3,
  "charge": 0,
  "multiplicity": 1
}

***

{
  "formula": "C6H9BrClNO2",
  "method": "ωB97M-V/def2-TZVPD",
  "elements": ["O", "N", "O", "C", "Cl", "Br", "H", "C", "C", "C", "C", "C", "H", "H", "H", "H", "H", "H", "H", "H"],
  "coordinates": [[1.7707, 2.6586, -0.3342], [2.1419, 1.5589, 0.1402], [2.7511, 1.5390, 1.4347], [2.2164, 0.4385, -0.4966], [1.6736, 0.3306, -2.1645], [3.0702, -1.0889, 0.2341], [2.3483, 2.1492, 1.9777], [-0.3608, -1.2766, 0.7771], [-0.3589, 0.0254, 0.7970], [-1.4209, 0.7109, -0.1043], [-1.8593, -0.5371, -0.9199], [-1.3202, -1.8479, -0.2964], [0.0204, -1.8982, 1.4489], [0.0587, 0.6109, 1.6643], [-0.9047, 1.4022, -0.8763], [-2.1660, 1.0510, 0.4793], [-1.7510, -0.4423, -2.0124], [-3.0096, -0.5778, -0.8562], [-2.1911, -2.4819, 0.1508], [-0.7088, -2.3245, -1.0435]],
  "molar_mass_da": 242.50,
  "homo_energy_ev": -9.0,
  "charge": 0,
  "multiplicity": 1
}

***

{
  "formula": "C6H9BrFLaO",
  "method": "ωB97M-V/def2-TZVPD",
  "elements": ["O", "C", "Br", "C", "C", "C", "C", "C", "F", "H", "H", "H", "H", "H", "H", "H", "H", "H", "La"],
  "coordinates": [[0.6802, -3.0538, 2.3342], [-0.1128, -2.4582, 1.7034], [-1.4736, -3.3425, 0.6885], [-0.0788, -0.9249, 1.6730], [-0.9343, -0.2032, 0.7282], [-0.5335, 1.0483, 0.1467], [-0.4723, 1.0569, -1.3896], [0.7700, 0.4229, -1.9554], [1.9450, 1.0828, -1.3826], [-0.2570, -0.6394, 2.7220], [0.9645, -0.5824, 1.4728], [-1.3501, -0.8589, -0.0412], [0.4885, 1.3129, 0.6446], [-1.2548, 1.8480, 0.4338], [-1.3239, 0.4945, -1.7924], [-0.5809, 2.0807, -1.7716], [0.8674, -0.6417, -1.7440], [0.8414, 0.5724, -3.0313], [1.8150, 2.7856, 0.5608]],
  "molar_mass_da": 334.94,
  "homo_energy_ev": -14.2,
  "charge": 2,
  "multiplicity": 1
}

***

{
  "formula": "C6H9BrO5",
  "method": "ωB97M-V/def2-TZVPD",
  "elements": ["C", "C", "C", "C", "C", "C", "O", "O", "O", "O", "O", "Br", "H", "H", "H", "H", "H", "H", "H", "H", "H"],
  "coordinates": [[0.8414, -0.7495, 1.3917], [-0.4550, -0.0059, 1.3424], [-0.2274, 1.0910, 0.2104], [-0.6314, 0.5168, -1.1940], [-0.0103, -0.7590, -1.8090], [1.3111, -1.5673, 0.2295], [0.8964, -2.1902, 1.4093], [-0.8446, 0.6210, 2.5271], [-0.9971, 2.2022, 0.3981], [-2.0071, 0.5662, -1.2807], [1.0374, -0.6221, -2.6892], [3.0783, -1.7007, -0.3777], [1.6159, -0.2477, 2.0707], [-1.2577, -0.6791, 1.0853], [0.9571, 1.1292, 0.2195], [-0.1938, 1.2029, -1.8618], [-0.6365, -1.5939, -1.8996], [-0.1417, 0.6134, 3.1497], [-1.4205, 2.1272, 1.2430], [-2.1902, 1.4444, -1.0552], [1.2755, -1.3990, -3.1096]],
  "molar_mass_da": 241.04,
  "homo_energy_ev": [-7.8, -8.2],
  "charge": 0,
  "multiplicity": 1
}

***

{
  "formula": "C6H9CdMgO5",
  "method": "ωB97M-V/def2-TZVPD",
  "elements": ["O", "C", "C", "O", "Cd", "H", "H", "O", "C", "C", "O", "C", "C", "O", "Mg", "H", "H", "H", "H", "H", "H", "H"],
  "coordinates": [[0.3679, -2.0370, 1.7758], [-0.9360, -1.6030, 1.7763], [-1.5850, -1.8151, 0.4912], [-0.7313, -1.7843, -0.6181], [1.1149, -1.3942, 0.0965], [-1.5398, -1.9444, 2.6333], [-2.2032, -2.7237, 0.4462], [-1.1478, 1.0226, -1.5348], [-1.3815, 1.1989, -0.2148], [-0.2980, 1.3174, 0.7391], [0.9313, 0.7090, 0.3524], [1.7890, 1.3846, -0.5893], [2.4238, 0.3216, -1.4172], [1.6189, -0.6865, -1.7935], [-0.3699, -0.6284, -2.1404], [-2.1788, 1.9276, 0.0178], [-0.1058, 2.3124, 1.1478], [2.5306, 1.9951, -0.0539], [1.1388, 2.0515, -1.1839], [3.3424, 0.5167, -1.9782], [-0.7785, 0.1528, 1.7678], [-2.0019, -0.2938, 0.2799]],
  "s2": 0.75,
  "molar_mass_da": 297.85,
  "homo_energy_ev": [-6.1, -6.1],
  "charge": 0,
  "multiplicity": 2
}

***

{
  "formula": "C6H9CeO5",
  "method": "ωB97M-V/def2-TZVPD",
  "elements": ["O", "C", "O", "O", "C", "C", "H", "H", "C", "H", "H", "H", "C", "H", "H", "H", "O", "C", "O", "Ce", "H"],
  "coordinates": [[0.6709, 0.3124, 0.7213], [-0.3977, 1.2197, 0.2732], [-0.3339, 2.3981, 0.6463], [-0.0258, 0.9966, -1.2626], [-0.7003, 1.7287, -2.1719], [0.5939, -0.0542, 2.0956], [0.7262, 0.8499, 2.7079], [-0.4108, -0.4599, 2.2991], [1.6558, -1.0816, 2.4103], [1.5132, -1.9931, 1.8127], [2.6593, -0.6782, 2.2189], [1.5920, -1.3573, 3.4712], [-0.5912, 1.5597, -3.4906], [-1.3545, 2.4878, -1.7323], [-1.1512, 2.2133, -4.1580], [0.0062, 0.7528, -3.9187], [-2.3497, -3.5452, 0.2278], [-1.5636, -2.9159, -0.3362], [-0.7120, -2.4227, -0.9633], [1.5403, -0.6527, -1.2192], [-1.3671, 0.6418, 0.3686]],
  "s2": 2.00,
  "molar_mass_da": 301.25,
  "homo_energy_ev": [-10.3, -12.5],
  "charge": 1,
  "multiplicity": 3
}

***

{
  "formula": "C6H9Cl2O3PRuSc",
  "method": "ωB97M-V/def2-TZVPD",
  "elements": ["Ru", "Sc", "Cl", "Cl", "C", "C", "C", "O", "O", "O", "C", "P", "C", "C", "H", "H", "H", "H", "H", "H", "H", "H", "H"],
  "coordinates": [[2.0297, -3.0724, -1.9392], [0.0535, -0.2839, 0.3875], [2.5895, -1.5289, -0.2237], [-1.5187, -1.6601, 1.3379], [-1.4798, 1.1902, -0.0418], [2.6112, -2.9449, -3.6242], [0.2874, -3.2736, -2.3381], [-2.4547, 1.8292, -0.0125], [3.1002, -2.7836, -4.6829], [-0.8722, -3.3340, -2.5360], [0.6047, 2.6766, 3.2860], [0.7559, 1.3673, 2.0748], [2.1894, 1.7896, 0.9847], [1.4966, -0.0398, 2.9872], [0.3622, 3.6164, 2.7616], [1.5048, 2.8223, 3.9122], [-0.2446, 2.4053, 3.9340], [3.1403, 1.5202, 1.4762], [2.1363, 1.2611, 0.0001], [2.2010, 2.8742, 0.7929], [2.4009, 0.3631, 3.4653], [0.7927, -0.3576, 3.7660], [1.7711, -0.9202, 2.3762]],
  "s2": 8.78,
  "molar_mass_da": 377.04,
  "homo_energy_ev": [-23.7, -25.8],
  "charge": 4,
  "multiplicity": 6
}

***

{
  "formula": "C6H9Cl3GeNO5Pd",
  "method": "ωB97M-V/def2-TZVPD",
  "elements": ["Pd", "O", "C", "C", "N", "C", "C", "O", "O", "C", "C", "O", "O", "H", "H", "H", "H", "H", "H", "H", "H", "H", "Cl", "Ge", "Cl", "Cl"],
  "coordinates": [[1.2788, 0.6462, 0.0379], [-1.4431, 2.3920, -0.1375], [-2.2739, 1.2676, -0.3291], [-1.8820, 0.0498, 0.4955], [-0.6251, -0.5984, 0.1210], [-0.6860, -1.1831, -1.2179], [-0.3409, -0.1791, -2.3509], [-0.9241, -0.3406, -3.4288], [0.5440, 0.6878, -2.0768], [-0.2237, -1.5292, 1.1819], [0.2635, -0.7734, 2.4472], [-0.0699, -1.2409, 3.5429], [0.9845, 0.2432, 2.2248], [-0.5471, 2.1108, -0.3885], [-3.2725, 1.5650, 0.0042], [-2.3463, 1.0060, -1.3915], [-1.8110, 0.3388, 1.5456], [-2.7019, -0.6856, 0.4001], [0.0711, -1.9678, -1.2801], [-1.6660, -1.6336, -1.4209], [-1.0377, -2.2164, 1.4485], [0.6274, -2.1104, 0.8194], [5.1458, 1.9233, 1.5945], [3.6890, 1.2918, -0.0278], [4.2489, -0.9371, -0.0239], [4.9984, 1.8734, -1.7899]],
  "s2": 0.75,
  "molar_mass_da": 460.53,
  "homo_energy_ev": [-1.4, -2.5],
  "charge": -2,
  "multiplicity": 2
}

***

{
  "formula": "C6H9ClFN",
  "method": "ωB97M-V/def2-TZVPD",
  "elements": ["C", "C", "Cl", "C", "F", "H", "H", "H", "H", "C", "C", "C", "N", "H", "H", "H", "H", "H"],
  "coordinates": [[3.2546, -0.4482, -1.4377], [2.3741, -0.2903, -0.3054], [1.0777, 0.8858, -0.2855], [2.4593, -0.8091, 0.9136], [3.4323, -1.7627, 1.2419], [4.3227, -0.4542, -1.3231], [2.9980, 0.1966, -2.2746], [2.8793, -1.4162, -1.9216], [1.7532, -0.7084, 1.7611], [-3.5486, 1.1197, 0.7553], [-2.5571, 0.3578, -0.1614], [-1.6136, -0.4515, 0.5580], [-0.7873, -0.9741, 1.1504], [-3.7747, 2.0166, 0.1912], [-2.9758, 1.4991, 1.6777], [-4.3479, 0.4790, 0.9515], [-3.0677, -0.3221, -0.8509], [-1.8785, 1.0822, -0.6408]],
  "molar_mass_da": 149.60,
  "homo_energy_ev": -9.0,
  "charge": 0,
  "multiplicity": 1
}

***

{
  "formula": "C6H9ClN",
  "method": "ωB97M-V/def2-TZVPD",
  "elements": ["C", "C", "C", "N", "C", "C", "Cl", "C", "H", "H", "H", "H", "H", "H", "H", "H", "H"],
  "coordinates": [[-1.7534, 1.4980, 0.2421], [-0.4786, 0.6778, 0.0440], [-0.2382, -0.6281, 0.1443], [1.0564, -0.9768, 0.0904], [1.5840, -2.3017, 0.1693], [1.9003, 0.4131, -0.0812], [3.4935, 0.5832, -0.2476], [0.7980, 1.4566, -0.0618], [-1.5929, 2.1192, 1.1850], [-2.4567, 0.8355, 0.6029], [-1.8258, 2.1066, -0.6590], [-0.9812, -1.4482, 0.2397], [1.7704, -2.7397, 1.2089], [2.4339, -2.2483, -0.4211], [0.8302, -2.9137, -0.3358], [0.7376, 1.9236, -1.0804], [0.7596, 2.2275, 0.6802]],
  "molar_mass_da": 130.60,
  "homo_energy_ev": [-13.0, -13.1],
  "charge": 1,
  "multiplicity": 1
}

***

{
  "formula": "C6H9ClN2O",
  "method": "ωB97M-V/def2-TZVPD",
  "elements": ["C", "C", "N", "N", "C", "C", "C", "C", "O", "Cl", "H", "H", "H", "H", "H", "H", "H", "H", "H"],
  "coordinates": [[-1.7693, 2.0178, 0.7728], [-1.2068, 0.6502, 0.4377], [-2.1263, -0.3174, 0.2702], [-1.4640, -1.4296, -0.0525], [-0.1598, -1.2807, -0.1352], [0.7847, -2.4059, -0.4797], [0.0348, 0.0783, 0.1346], [1.5904, 0.8972, -0.0955], [2.1889, 0.5693, -1.2937], [2.5245, 0.2646, 1.3283], [-1.3654, 2.2889, 1.6968], [-1.5026, 2.7013, 0.1012], [-2.7925, 2.0672, 0.6855], [-1.7719, -2.3651, 0.0295], [0.2619, -2.8097, -1.2724], [1.8320, -1.8985, -0.6887], [0.9613, -3.0653, 0.3086], [1.3079, 1.8677, 0.1419], [3.0932, 0.2318, -1.2188]],
  "molar_mass_da": 160.60,
  "homo_energy_ev": -8.7,
  "charge": 0,
  "multiplicity": 1
}